Below is a cluster of 14 separate species, H28O14 in total in a non-equilibrium geometry, with properties calculated with ωB97M-V with the def2-TZVPD basis set.

Results
* HOMO: -0.3814 hartree
* DFT total energy: -1070.03816 Eh
* frontier orbital gap: 10.17 eV

Geometry as XYZ:
```
42
Properties=species:S:1:pos:R:3:forces:R:3:nbo_charge:R:1
O -2.8473 3.8541 -0.8992 1.236 1.863 0.423 -0.954
O -0.0804 -2.0712 -1.3063 2.853 -3.422 -1.186 -0.946
O -1.9492 0.9220 -4.2504 4.496 1.458 1.021 -0.982
O 0.5583 0.4675 -0.6914 0.981 -4.937 -4.133 -0.970
O -2.6946 -0.7069 1.9206 1.422 1.480 -2.972 -0.990
O 1.2588 3.8567 1.4399 -0.443 1.028 -0.824 -0.979
O -1.6218 0.3464 4.5180 0.888 2.416 -5.439 -0.953
O 4.5560 1.8751 0.8989 -0.588 1.874 1.311 -0.938
O 2.0393 0.4925 2.3261 0.194 3.883 0.393 -0.947
O -2.1131 1.5333 -1.7160 0.496 -0.591 0.299 -1.040
O -0.7918 -2.0385 -3.6115 -0.221 -3.583 -3.099 -0.971
O 3.6742 -2.8734 -0.2209 -0.931 -1.198 -1.733 -0.932
O -2.4202 -1.5111 -0.4791 0.489 -2.769 -0.590 -0.960
O 1.8636 -3.3202 1.9464 -0.968 -0.548 -1.793 -0.932
H 2.0945 -0.2034 2.9064 0.147 -2.578 2.104 0.474
H -2.5641 1.9329 -0.9046 1.794 -0.811 -1.367 0.533
H -2.1586 -2.5132 -0.4977 -0.918 2.750 -0.295 0.514
H -2.2352 1.1494 -3.3781 -0.976 0.221 0.930 0.497
H -2.4127 4.0342 -1.7592 -0.488 -0.508 0.464 0.486
H -1.2364 1.0291 -1.6772 -2.171 1.112 1.232 0.506
H 0.9107 -2.0997 -1.3419 -1.160 -0.479 -0.198 0.489
H 1.0890 -3.8742 1.7009 0.804 0.596 0.005 0.473
H 3.9937 -3.7327 -0.5538 -0.418 0.515 0.077 0.470
H 1.8363 -3.3388 2.8752 0.045 -0.012 2.020 0.459
H -0.1898 -1.3708 -0.7567 -0.948 3.502 2.765 0.484
H 0.9296 3.1760 2.0218 0.763 -0.523 0.194 0.488
H -2.2411 -1.0944 1.0538 -1.374 0.353 2.261 0.488
H 4.3650 -2.6142 0.3399 1.400 0.757 1.408 0.463
H -1.6076 -0.3351 5.0957 0.029 -3.460 2.823 0.454
H -0.8932 -1.3073 -4.1459 -0.478 2.563 -1.652 0.465
H -2.5829 0.5777 -4.7702 -3.589 -1.734 -2.339 0.463
H 4.7337 1.1345 0.3891 0.890 -2.047 -1.908 0.457
H 0.4694 1.2500 -0.2903 -0.318 5.078 2.046 0.484
H -3.3710 -1.4361 -0.6650 0.419 -0.283 0.094 0.502
H -2.3545 4.5026 -0.3220 -0.951 -1.052 -0.567 0.482
H 1.9766 0.1432 1.4832 -0.345 -1.307 -2.711 0.475
H -2.8094 0.1985 1.4799 -0.146 -1.454 1.536 0.454
H 3.9346 1.5021 1.5240 -0.449 0.173 0.680 0.477
H -1.3935 -0.0663 3.5897 -1.070 1.056 2.617 0.492
H 0.8379 0.5573 -1.6575 -0.390 0.252 2.142 0.501
H -0.7218 -1.7912 -2.7452 0.276 1.021 3.350 0.471
H 2.1692 3.7637 1.1306 -0.283 -0.654 0.612 0.491
```
Positions in Å, forces in eV/Å.


Below is a cluster of 14 separate species, H28O14 in total in a non-equilibrium geometry, with properties calculated with ωB97M-V with the def2-TZVPD basis set.

Results
* HOMO: -0.3912 hartree
* DFT total energy: -1070.06398 Eh
* frontier orbital gap: 10.28 eV

Geometry as XYZ:
```
42
Properties=species:S:1:pos:R:3:forces:R:3:nbo_charge:R:1
O 3.7222 -3.8616 -1.2903 -0.186 0.053 -0.002 -0.928
O -3.9909 -2.5560 0.1791 0.106 0.164 -0.092 -0.933
O -2.3490 -2.4291 -4.1400 -0.153 0.083 -0.050 -0.945
O -1.6267 0.4000 -2.2447 -0.310 -0.442 -0.489 -0.942
O -0.5259 2.4457 -0.7444 -0.012 0.712 -0.068 -0.954
O -4.3476 3.1749 -0.0548 -0.172 -0.260 -0.045 -0.933
O 3.2131 -0.5517 4.8036 0.030 0.179 -0.113 -0.921
O 2.0574 1.7538 -0.3901 0.287 0.225 0.026 -0.971
O -0.4326 -0.3577 0.3051 -0.875 2.305 -0.350 -0.977
O 0.0849 -2.4993 0.5861 0.633 -2.754 0.357 -0.951
O 2.8054 -0.9673 -1.4551 -0.453 -0.140 0.014 -0.922
O 1.2293 3.2089 2.0773 0.114 -0.056 0.137 -0.954
O 3.6980 0.1745 1.5125 -0.202 -0.051 0.334 -0.928
O -2.4027 2.2411 1.7710 0.150 -0.175 -0.269 -0.936
H -2.8869 -1.6311 -4.0861 0.079 0.031 0.064 0.472
H 1.5171 2.2914 -0.9800 -0.277 -0.276 0.098 0.495
H 2.9383 0.4640 0.9947 0.055 -0.009 -0.348 0.483
H -5.0303 2.5492 -0.3219 -0.056 0.121 -0.083 0.470
H -3.3517 2.3582 1.8919 -0.043 0.177 0.140 0.488
H -4.1452 -2.5463 -0.7723 0.001 -0.079 0.050 0.471
H -1.0085 0.2370 -2.9660 -0.081 0.061 -0.020 0.472
H -3.5419 2.6464 -0.0299 -0.050 0.297 -0.111 0.459
H 1.0730 3.1322 1.1293 -0.269 -0.104 0.052 0.479
H -3.1906 -2.0310 0.2922 -0.075 -0.051 0.023 0.462
H 2.9327 -1.9191 -1.3723 0.463 0.281 0.105 0.464
H 2.6463 2.3890 0.0327 0.264 -0.142 0.010 0.481
H 0.8575 -2.1486 1.0434 -0.056 -0.065 -0.040 0.481
H -2.3339 1.4943 1.1656 0.116 -0.468 0.426 0.458
H 0.4293 0.0718 0.3460 0.035 0.446 -0.225 0.494
H 3.6912 -4.5654 -0.6325 0.046 0.077 0.011 0.480
H -0.3400 -1.0019 -0.4059 0.343 -0.114 0.623 0.475
H 3.9221 0.0309 5.0984 -0.020 -0.073 0.046 0.472
H 2.8454 -0.1028 4.0340 -0.127 -0.154 0.296 0.450
H 3.4497 0.3705 2.4230 0.268 0.080 -0.280 0.440
H 0.5855 2.6089 2.4703 -0.073 0.148 -0.053 0.472
H -1.4328 -0.2967 -1.6076 -0.086 0.388 -0.018 0.465
H -0.6275 -2.4134 1.2296 0.175 -0.009 -0.078 0.480
H 1.9670 -0.8826 -1.9231 0.127 0.154 -0.037 0.454
H -1.3239 2.2064 -0.2598 0.341 0.040 -0.080 0.476
H -0.8387 3.0486 -1.4283 -0.094 -0.049 0.026 0.476
H -2.7370 -2.9245 -4.8701 0.097 -0.029 0.064 0.472
H 2.7991 -3.6118 -1.4103 -0.062 -0.524 -0.048 0.454
```
Positions in Å, forces in eV/Å.


Below is a cluster of 14 separate species, H28O14 in total in a non-equilibrium geometry, with properties calculated with ωB97M-V with the def2-TZVPD basis set.

Results
* HOMO: -0.3784 hartree
* DFT total energy: -1070.17928 Eh
* frontier orbital gap: 9.62 eV

Geometry as XYZ:
```
42
Properties=species:S:1:pos:R:3:forces:R:3:nbo_charge:R:1
O 0.0192 3.6545 -0.1798 0.392 -0.159 0.186 -0.984
O -0.9283 2.1787 -2.7407 -0.102 -0.043 0.105 -0.981
O 2.8705 1.1094 -2.1872 0.143 -0.125 -0.242 -0.988
O -1.3838 -0.8889 -2.6052 -0.277 -0.234 -0.255 -0.948
O -1.4149 -0.9624 3.0520 -0.116 -0.221 -0.023 -0.945
O 1.4036 -1.2787 -2.6259 -0.342 0.085 -0.151 -0.988
O -3.0004 -1.8892 0.8370 -0.396 -0.141 -0.086 -0.971
O 0.6306 1.5290 3.5590 0.027 0.161 -0.159 -0.946
O 2.1295 1.8984 0.2707 0.350 0.008 0.279 -1.005
O 1.3990 -1.3744 2.6756 -0.226 0.033 0.047 -0.977
O -2.6409 1.9546 0.7233 -0.140 -0.464 0.276 -0.952
O -0.3793 0.2374 0.0975 0.225 -0.358 -0.085 -1.013
O 2.8671 -2.0671 -0.0200 -0.323 -0.065 0.241 -0.965
O -0.3544 -2.6104 -0.0841 -0.910 -0.312 0.410 -0.984
H -0.0860 -3.5101 0.1386 0.235 0.115 -0.160 0.484
H 0.4983 -1.1055 2.9557 0.352 0.001 -0.245 0.504
H -1.0290 1.3118 -2.3262 0.010 0.106 0.043 0.477
H 2.1493 -2.1268 -0.6665 0.180 0.186 -0.020 0.481
H -3.5841 -2.4158 1.4021 0.097 0.112 -0.124 0.493
H -1.4754 -1.9088 3.2318 -0.128 0.148 0.057 0.460
H 0.7983 1.0914 2.7148 -0.061 0.004 0.039 0.474
H -0.0724 -0.6877 0.1272 -0.025 0.407 0.065 0.493
H -3.5965 -1.4226 0.2345 0.161 0.015 0.133 0.497
H 2.7409 1.8709 1.0180 -0.208 -0.044 -0.051 0.489
H 2.4727 -1.6325 0.7534 0.130 0.034 -0.225 0.480
H 0.4213 0.7603 -0.0826 -0.114 -0.001 0.216 0.507
H -1.9512 -0.8304 2.2527 0.255 -0.016 0.196 0.496
H 1.2980 -2.2728 2.3451 -0.029 0.006 0.067 0.461
H 2.6784 1.7735 -0.5297 -0.305 -0.115 -0.160 0.523
H 0.7993 3.1331 0.1188 -0.372 0.333 -0.301 0.499
H -1.7524 -1.1001 -3.4749 0.030 0.135 0.163 0.485
H 2.3703 0.2847 -2.3458 0.035 0.092 0.155 0.509
H 0.2037 4.5623 0.0814 -0.050 -0.090 -0.045 0.468
H 0.4307 -1.1208 -2.6208 0.419 -0.049 0.032 0.511
H -1.2538 -2.5387 0.3111 0.555 0.120 -0.292 0.496
H -0.0399 2.1936 3.3568 0.062 -0.146 -0.007 0.472
H -1.9878 1.2351 0.8011 0.012 0.413 -0.343 0.490
H -0.8741 2.7992 -1.9966 0.157 -0.110 0.006 0.498
H 1.6305 -1.4693 -3.5442 -0.038 -0.074 0.147 0.477
H -3.2459 1.6736 0.0293 0.146 0.088 -0.026 0.455
H 3.0072 1.5013 -3.0554 -0.073 0.079 0.142 0.479
H -1.7681 -1.5397 -2.0021 0.267 0.085 -0.006 0.488
```
Positions in Å, forces in eV/Å.


Below is a cluster of 14 separate species, H28O14 in total in a non-equilibrium geometry, with properties calculated with ωB97M-V with the def2-TZVPD basis set.

Results
* HOMO: -0.3113 hartree
* DFT total energy: -1069.92988 Eh
* frontier orbital gap: 7.99 eV

Geometry as XYZ:
```
42
Properties=species:S:1:pos:R:3:forces:R:3:nbo_charge:R:1
O -0.2233 -0.9048 3.1952 -1.711 0.159 -2.709 -0.902
O 0.2265 2.4058 -2.3309 2.894 -1.821 -0.733 -0.912
O -0.8547 -3.3577 0.5319 0.195 -0.524 -0.890 -0.957
O 2.8067 0.5338 1.3906 -0.323 -1.635 0.874 -0.939
O -2.2806 3.8397 3.2535 -3.785 1.374 0.589 -0.927
O 0.8988 -3.4102 -2.0108 0.501 -0.952 -1.096 -0.976
O 1.9846 -2.4169 -0.0061 5.049 -1.580 1.982 -0.931
O -3.1630 0.7503 -0.4322 -4.886 0.778 2.859 -0.919
O 4.9260 2.3237 -1.7573 -1.229 0.269 2.045 -0.924
O -0.4946 6.1198 2.0405 -0.516 2.316 0.051 -0.911
O -0.3520 0.9477 -0.0075 -3.946 1.779 3.506 -0.939
O 0.5344 -0.9629 -0.2367 -0.543 0.550 -3.091 -0.945
O -0.3404 -1.4639 -3.1689 -0.044 -0.003 -0.431 -0.970
O -3.5186 -2.8752 -0.2401 0.343 -1.972 -0.657 -0.945
H -0.1623 -1.4530 0.1061 -2.199 -1.175 1.508 0.441
H 0.3026 -1.6471 2.9461 1.283 -1.065 0.610 0.438
H -0.6336 -3.3290 1.4530 -0.072 -0.300 0.917 0.475
H 1.0707 2.7900 -2.0485 0.225 -0.488 -0.474 0.458
H 0.3783 -1.2297 -1.1743 0.740 0.483 0.258 0.491
H -0.7217 6.4335 1.1636 -0.170 0.710 -0.100 0.458
H -3.1445 0.1689 0.3349 0.301 0.090 -0.272 0.470
H 1.8273 -3.1231 -1.9451 -0.726 -0.212 0.496 0.501
H 2.5009 -0.3023 1.8939 0.769 2.213 -1.521 0.471
H 3.0705 0.3053 0.4796 -0.362 -0.325 0.738 0.474
H -4.3858 -2.6027 0.0474 -0.539 -0.016 0.024 0.475
H -0.3062 5.2486 1.8289 0.764 -2.931 -0.037 0.453
H -0.9799 -4.2961 0.3032 0.035 0.505 0.263 0.497
H 5.5708 2.5020 -1.0495 0.231 -0.101 -0.645 0.467
H 0.4806 -3.2497 -1.1635 0.214 0.117 -0.076 0.481
H 4.1116 2.3770 -1.1764 0.990 -0.164 -1.339 0.458
H -1.2402 -1.7289 -3.3746 -0.203 0.162 -0.015 0.469
H -0.3109 3.0795 -2.0570 -2.958 2.544 0.941 0.461
H -3.5991 -3.8470 -0.4961 -0.053 2.072 0.561 0.470
H 0.1739 -2.2695 -3.3678 -0.168 0.364 0.498 0.499
H -2.4894 4.0546 2.3521 0.003 0.064 -0.498 0.467
H -0.8529 0.3687 -0.5726 1.018 0.440 -0.479 0.453
H 2.2617 -1.7093 0.6219 -0.097 -0.762 -1.263 0.463
H -1.4518 3.4943 3.2816 3.689 -1.598 -0.006 0.460
H 1.2485 -2.7539 0.4680 -0.914 -0.779 0.315 0.454
H 0.2763 1.4503 -0.4300 1.740 1.144 -2.090 0.474
H -0.6972 -0.8820 2.2907 0.537 1.015 2.094 0.467
H -2.4478 0.6216 -0.9367 3.925 -0.745 -2.705 0.450
```
Positions in Å, forces in eV/Å.


Below is a cluster of 14 separate species, H28O14 in total in a non-equilibrium geometry, with properties calculated with ωB97M-V with the def2-TZVPD basis set.

Results
* HOMO: -0.3756 hartree
* DFT total energy: -1070.18768 Eh
* frontier orbital gap: 9.96 eV

Geometry as XYZ:
```
42
Properties=species:S:1:pos:R:3:forces:R:3:nbo_charge:R:1
O 2.4100 2.3943 -0.9514 -0.042 -0.045 0.008 -0.962
O -2.3604 -0.2386 2.6590 0.161 -0.310 -0.012 -0.989
O -3.0593 -1.5473 0.1313 0.507 -0.389 0.113 -0.963
O -1.3195 2.8460 -0.2608 0.003 0.005 0.110 -0.970
O 2.8354 -1.2399 0.6868 -0.055 -0.224 -0.116 -0.995
O -2.1597 -1.3068 -2.5150 -0.072 -0.108 0.555 -0.967
O -0.5764 1.7354 3.5463 -0.167 -0.277 0.210 -0.998
O -0.0026 -2.3732 -0.4744 -0.370 -0.420 0.394 -0.983
O 0.1460 -1.5962 2.6609 -0.204 -0.308 0.099 -0.961
O 1.8413 1.3417 2.1621 -0.052 0.018 0.242 -1.001
O 2.2019 -1.4762 -2.1513 -0.389 0.214 0.133 -1.006
O 0.1672 -0.2032 -3.5896 0.384 -1.712 0.217 -1.016
O -0.1562 2.0628 -2.9182 0.028 1.447 0.272 -0.939
O 0.1497 0.4915 0.0149 -0.228 -0.081 0.100 -1.005
H -1.6365 -0.8790 2.5307 -0.128 0.330 0.142 0.489
H 0.2590 2.9046 -3.1306 -0.059 0.098 0.086 0.487
H -0.9972 1.9678 0.0061 -0.047 0.138 -0.031 0.491
H 0.2541 0.7640 -3.5255 -0.143 -0.060 0.010 0.490
H 1.0577 1.4895 2.7255 0.080 0.134 -0.011 0.504
H 2.7279 -0.2927 0.8359 -0.139 -0.043 0.104 0.484
H -2.1658 -1.9437 0.1652 -0.206 0.101 0.146 0.497
H 2.9189 -0.9751 -2.5530 -0.085 -0.098 -0.122 0.471
H -0.0232 -3.0250 -1.1858 0.117 0.259 -0.100 0.493
H -3.6628 -2.2836 0.2947 0.007 0.142 -0.030 0.488
H 0.0534 -0.4245 -0.2925 0.133 -0.002 -0.024 0.509
H 2.5980 -1.3835 -0.2467 0.098 0.206 -0.032 0.494
H -0.0867 2.0017 -1.9546 -0.143 0.203 0.040 0.508
H -1.2277 1.0048 3.4864 0.040 0.345 -0.308 0.514
H 0.6744 -2.6947 0.1412 0.039 0.338 -0.074 0.504
H -0.1360 -2.5060 2.8214 0.165 0.082 0.023 0.477
H 0.2489 0.4262 0.9768 0.236 -0.073 -0.244 0.500
H -2.4534 -1.3072 -1.5796 -0.180 0.065 -0.719 0.491
H -1.0701 2.4859 3.8906 0.091 -0.018 -0.048 0.484
H 1.3709 -1.0604 -2.5125 0.663 -0.080 -0.214 0.512
H 0.7933 -1.4118 3.3543 0.032 0.094 -0.208 0.500
H -2.3188 -2.1998 -2.8379 -0.005 0.120 -0.061 0.470
H 2.4826 1.9969 2.4566 -0.010 -0.053 -0.119 0.482
H 2.7885 1.8293 -1.6331 -0.056 0.010 0.060 0.465
H 1.8019 1.8170 -0.4650 0.031 -0.043 0.010 0.493
H -0.9829 3.4544 0.4056 0.008 -0.090 -0.054 0.467
H -0.5655 -0.4186 -2.9827 -0.065 0.032 -0.631 0.487
H -2.8203 -0.2269 1.8078 0.023 0.054 0.086 0.501
```
Positions in Å, forces in eV/Å.


Below is a structure of composition H28O14 in a non-equilibrium geometry, with properties calculated with ωB97M-V with the def2-TZVPD basis set.

Results
* HOMO: -0.2637 hartree
* DFT total energy: -1069.84657 Eh
* frontier orbital gap: 6.91 eV

Geometry as XYZ:
```
42
Properties=species:S:1:pos:R:3:forces:R:3:nbo_charge:R:1
O -3.8243 -1.7262 -0.6291 2.657 -1.363 -2.266 -0.945
O 0.3083 0.4966 0.5655 1.278 -1.536 -1.374 -0.895
O -2.6691 3.2813 0.3468 1.119 -0.802 0.271 -0.917
O 4.1276 -1.4579 0.8790 0.018 2.317 2.322 -0.945
O -1.1797 -2.0388 1.0490 -0.810 0.896 -0.143 -0.935
O 2.5635 -1.3567 -1.1682 1.580 1.169 3.039 -0.975
O -2.0187 -2.2051 3.5464 0.396 -1.836 1.462 -0.958
O 1.1066 -4.3666 -0.5281 -1.856 3.822 -1.086 -0.903
O -0.4971 -0.0801 -3.0095 -11.090 -2.007 -1.069 -0.908
O -4.5305 0.5159 -1.0333 -1.591 0.987 1.551 -0.916
O 1.2096 -0.1942 -2.6209 11.165 -4.456 3.351 -0.959
O 0.6612 3.7783 0.5505 2.611 2.967 0.872 -0.911
O 2.1907 2.0418 2.3685 2.476 2.822 0.115 -0.921
O 1.6915 2.4637 -1.3529 1.416 -0.114 0.039 -0.941
H -0.3388 -1.0810 -3.0641 -0.786 2.594 -0.366 0.457
H -3.2752 -2.3204 -0.1017 -0.240 -0.243 0.391 0.464
H 0.1934 -3.9374 -0.4427 1.996 -0.545 -0.543 0.446
H -0.4336 -2.1135 0.4772 1.100 -0.479 -0.559 0.470
H -2.4250 -1.3822 3.4077 -0.660 1.557 -0.497 0.456
H 2.9137 -0.4920 -1.4886 -0.509 -0.895 0.020 0.468
H 0.3114 -0.3813 0.1016 0.578 1.448 0.312 0.456
H 4.0771 -0.6940 1.5423 -0.291 -1.297 -1.354 0.477
H -0.5433 0.5185 0.9422 -1.512 0.490 0.915 0.439
H -1.8998 2.6958 0.5431 -0.951 0.436 -0.327 0.462
H -0.3625 0.0199 -2.0521 -0.728 0.512 -0.886 0.471
H 1.9142 -0.8912 -2.7091 -0.633 1.412 -0.154 0.466
H -4.6228 0.5806 -0.0430 0.668 0.070 -1.437 0.458
H -1.4446 -2.4140 2.8130 0.031 0.268 -0.409 0.491
H 1.3721 0.4796 -3.1890 0.718 2.919 -2.720 0.475
H -3.2340 -1.7346 -1.4897 -2.044 0.537 2.261 0.476
H -1.3919 -1.0871 0.9567 -0.306 -0.961 0.198 0.472
H 2.7519 -1.1588 -0.1910 -0.274 -1.459 -1.862 0.494
H 1.0657 4.6972 0.3675 -0.709 -2.002 0.778 0.457
H 1.6722 1.9433 3.1416 -1.218 -0.687 1.142 0.463
H 4.9384 -1.8428 1.1913 0.653 -0.808 -0.170 0.483
H -0.1797 3.9227 0.1948 -2.268 -0.068 -1.060 0.458
H 2.6667 2.9131 2.6514 -1.024 -2.250 -1.173 0.459
H 1.6795 3.4119 -1.1327 -0.057 -0.921 -0.113 0.463
H 2.2891 2.0814 -0.6621 -1.063 0.446 -0.747 0.471
H -5.4042 0.1141 -1.1946 0.577 0.084 -0.469 0.461
H 0.8974 -5.1455 -0.1121 -0.219 -3.399 1.608 0.458
H -2.3272 4.1458 0.5785 -0.200 0.373 0.133 0.458
```
Positions in Å, forces in eV/Å.